1.
# C16H13ClN2O4ReSSbSe4

A molecular structure, C16H13ClN2O4ReSSbSe4 (ωB97M-V/def2-TZVPD, the Open Molecules 2025 dataset).

Properties
calculated total energy: -11810.0777 Ha
HOMO (spin up / spin down): -0.5120 / -0.5120 Eh
total charge: +2
LUMO level (spin up / spin down): -8.97 / -8.98 eV

The geometry in XYZ format:
```
43
Properties=species:S:1:pos:R:3:forces:R:3
Re 0.3666 -0.0036 1.0039 -0.16 0.38 -0.18
Sb -3.1759 2.9878 2.1338 0.12 0.11 0.01
Se 0.4390 1.1204 3.0672 0.10 -0.08 -0.11
Se -4.5247 1.3744 3.0452 -0.24 -0.09 0.11
Se -1.7364 0.4869 0.3315 -0.13 -0.15 -0.01
Se -0.9918 2.7205 3.7555 -0.06 0.09 0.06
Cl 2.3192 3.8686 -6.2739 0.00 0.00 0.01
S 0.5346 -4.3395 2.3120 0.01 0.07 -0.01
O -0.7363 1.5235 -0.8384 0.19 0.00 -0.01
O -1.4414 -0.0290 -2.2882 0.18 0.37 0.06
O 1.1491 -0.9830 -0.4375 0.04 0.06 -0.03
O 2.1059 -0.5452 -2.4238 0.15 -0.03 0.14
N 2.5194 0.8451 0.7718 -0.06 -0.09 0.10
N 0.1033 -1.8540 1.8913 0.21 -0.21 0.03
C 1.2659 3.6328 -3.8134 0.02 -0.03 -0.05
C 2.1414 -0.4528 -1.2473 -0.03 -0.08 0.04
C -1.0372 -2.3144 2.5703 -0.01 0.01 0.12
C 3.1994 0.2145 -0.3871 -0.05 -0.05 -0.12
C 0.5414 2.9710 -2.8437 -0.03 -0.06 0.01
C -1.9975 -4.3413 3.5286 0.05 0.01 -0.02
C -0.8036 0.9795 -2.1424 -0.15 -0.33 -0.07
C -3.0916 -3.6004 3.9147 -0.04 -0.02 0.02
C 1.4139 3.0471 -5.0690 0.01 0.02 0.01
C -0.9677 -3.6792 2.8613 -0.05 0.04 0.00
C 0.9832 -2.8243 1.7355 -0.07 -0.05 -0.08
C 0.1137 1.1579 -4.3958 -0.02 0.02 0.03
C -0.0351 1.7302 -3.1302 -0.05 0.01 -0.01
C -2.1339 -1.5679 3.0045 0.06 -0.06 -0.03
C -3.1510 -2.2248 3.6637 -0.02 -0.01 0.01
C 0.8411 1.8147 -5.3664 0.01 0.03 0.01
H 3.0976 0.7787 1.6031 0.02 0.00 0.07
H 2.4006 1.8418 0.6052 0.03 0.05 -0.04
H -3.9061 -4.0829 4.4368 0.00 0.00 -0.01
H -4.0074 -1.6630 4.0113 0.01 0.02 0.00
H 1.7095 4.5988 -3.6189 0.00 0.00 0.00
H 3.8741 -0.5614 -0.0257 0.03 0.00 -0.02
H -0.3369 0.1972 -4.6040 0.00 0.00 0.01
H 1.9218 -2.6755 1.2251 -0.01 -0.01 0.01
H 0.4023 3.4292 -1.8740 -0.01 0.01 0.01
H -1.9340 -5.3995 3.7424 0.01 0.00 0.00
H 0.9700 1.3857 -6.3498 0.00 0.00 0.00
H 3.7728 0.9308 -0.9700 -0.03 0.02 -0.01
H -2.1771 -0.4952 2.8848 -0.02 0.05 -0.03
```
Positions in Å, forces in eV/Å.



2.
# C42H55Cl6N6O3RuS2SeTe

A molecular structure, C42H55Cl6N6O3RuS2SeTe in a non-equilibrium geometry (ωB97M-V/def2-TZVPD, the Open Molecules 2025 dataset).

Properties
calculated total energy: -8509.5392 Ha
spin multiplicity: 6
HOMO (spin up / spin down): -0.2398 / -0.2543 Eh
LUMO level (spin up / spin down): 0.21 / -0.65 eV

The geometry in XYZ format:
```
117
Properties=species:S:1:pos:R:3:forces:R:3
Te -3.1790 -2.7592 -2.2246 0.16 0.18 0.07
Ru -2.1359 -1.1108 -0.4694 0.28 0.15 -0.16
Se -0.3386 -3.4215 0.4309 -0.49 -0.19 0.04
Cl 7.2243 6.5806 -2.4356 -0.06 -0.25 0.26
Cl -0.6159 4.5691 1.4286 -0.35 -0.42 0.74
Cl 4.6971 4.0048 1.5833 -0.08 0.01 0.72
Cl -3.0558 3.9273 -1.6450 0.21 0.66 0.27
Cl -2.5193 2.7206 -4.2253 -0.19 0.35 -0.32
Cl -5.0494 2.1729 -2.7787 0.61 0.38 -0.42
S 0.4155 7.1276 0.3898 0.07 0.46 -0.65
S -3.1119 -1.1764 1.8888 0.18 0.12 0.26
O -3.3165 0.8684 -0.9790 -0.21 -0.22 0.25
O -1.5055 0.8687 -2.2338 0.27 0.09 -0.76
O 1.7956 3.0303 -1.6512 0.29 -0.26 -0.03
N -0.1134 -0.0021 0.1797 -0.41 -0.51 -0.09
N 1.9430 0.7614 0.2002 -0.38 0.27 0.09
N -5.4530 -0.3309 0.9896 -1.60 0.26 -0.55
N 2.4406 -2.8295 0.5360 0.11 0.20 1.12
N -4.2169 1.3099 1.9376 0.75 -2.00 0.07
N 1.6733 -2.7826 -1.4690 -0.30 0.02 -2.51
C 2.5139 -2.9193 2.0029 -0.76 0.16 0.16
C 1.5841 0.4493 1.4950 1.56 1.05 1.19
C 0.3190 0.0008 1.4950 -0.76 -0.57 -0.80
C -4.4515 2.3636 5.0145 0.81 -0.81 1.58
C 0.0808 5.4581 0.1735 0.09 0.43 0.03
C 3.5732 -3.9461 2.5675 -0.51 0.19 -1.12
C 0.4648 4.9743 -1.0182 1.20 0.04 -1.02
C 4.8333 4.4051 -0.0793 0.54 -0.06 -0.45
C 3.7967 -2.0148 -2.6445 0.34 0.09 1.62
C -8.8391 -2.2492 0.8648 0.82 -0.17 -0.11
C -2.4517 2.2756 3.4659 0.08 -0.58 0.25
C 1.0941 6.0319 -1.7963 0.27 -2.43 -1.65
C -3.2710 2.5333 -2.6625 -0.35 -1.63 0.14
C 3.4804 -2.3232 -0.2361 -2.01 -1.29 -0.58
C 3.9376 3.8419 -0.9775 -0.27 -0.27 -1.46
C 0.7209 -2.7263 -2.5875 0.52 2.06 -1.54
C -6.4017 -2.5988 1.5251 0.36 -0.63 0.07
C 5.9912 5.4575 -1.8802 0.89 0.55 0.83
C 3.3772 -5.3809 2.0386 -2.00 1.68 -0.51
C -2.6177 1.2878 -1.9320 -0.37 0.23 0.98
C 0.3702 -3.9390 -3.4559 -0.44 0.41 1.73
C 5.1869 4.8959 -2.8449 -1.05 -1.09 2.13
C 2.1220 -5.9914 2.6892 1.21 0.18 2.08
C -2.9051 1.9493 2.0545 0.26 -0.27 0.25
C 1.4314 -4.5265 -4.3414 0.80 0.46 -1.70
C 5.8965 5.1971 -0.4893 0.03 -0.14 -0.95
C 1.1109 7.2283 -1.2245 -0.68 0.46 1.39
C 1.3014 -2.9608 -0.2167 0.92 -0.84 1.58
C -3.3756 3.1563 4.2661 -1.46 0.66 0.30
C 5.0616 -1.4825 -2.2714 -1.47 -0.48 -2.45
C -5.7967 -1.6518 0.4934 2.41 -1.48 0.32
C 4.1547 4.0462 -2.3490 0.55 0.95 -0.81
C 4.6500 -1.7552 0.0979 1.36 1.27 -0.08
C -7.7458 -2.1151 1.9546 -1.95 0.49 -0.10
C 5.4179 -1.2730 -0.9856 1.22 -0.20 1.99
C -4.3355 -0.0226 1.5901 1.00 1.64 0.55
C 2.5748 -5.2896 -3.6969 1.26 -0.35 0.49
C 0.8733 0.4370 -0.5669 -0.40 0.05 0.50
C 0.4831 3.5169 -1.4366 -0.19 0.90 0.11
C 3.0160 -2.4070 -1.5575 -0.07 0.59 -0.80
C 2.7106 3.0268 -0.5668 -0.32 0.79 0.07
C 3.0734 1.5782 -0.2551 -0.06 -0.62 0.38
H 2.2844 -6.1615 -3.0778 -0.18 0.29 -0.60
H 3.1591 -4.6786 -3.0004 -0.19 0.20 -0.03
H 2.1843 -5.8194 3.8515 -0.26 -0.12 -2.10
H 3.3529 -5.6102 -4.4428 -0.97 0.07 0.47
H 0.9933 -5.1830 -5.1022 -0.32 -0.03 0.30
H -4.8307 -2.0944 0.1363 -0.83 0.26 0.29
H 5.7011 -1.2345 -3.1090 0.24 0.29 0.26
H 3.3897 1.0413 -1.1428 0.53 0.42 -0.39
H -2.8247 3.7874 4.9940 -0.22 -0.40 -0.42
H 3.4815 -3.9471 3.6622 0.10 0.15 -0.25
H 6.3899 -0.8147 -0.7827 -0.36 -0.09 0.01
H -5.9932 0.4741 0.6667 0.06 -0.64 0.05
H -6.3531 -1.5725 -0.3969 -0.99 0.38 -0.89
H -5.7157 -2.6991 2.3698 0.01 0.37 0.07
H -4.9901 1.8529 1.6265 -0.26 0.69 -0.17
H 0.7921 0.5549 -1.6276 0.19 0.15 -0.27
H 0.0071 -4.6475 -2.7211 -0.24 -0.74 -0.09
H 3.8827 1.5651 0.4854 -0.28 -0.25 -0.11
H 1.3887 -3.0670 2.2889 2.27 0.19 0.03
H -2.1754 1.2990 1.5481 -0.21 0.42 0.10
H -9.8244 -1.8508 1.1588 0.51 -0.13 -0.07
H 4.5907 -3.5924 2.2879 -0.61 -0.08 0.25
H -2.9633 2.8941 1.5618 -0.11 0.54 -0.88
H 1.8794 -3.7261 -5.0025 -0.34 -0.42 0.76
H -0.1796 -2.1991 -2.2503 -0.08 -0.77 0.38
H 2.8966 -1.9242 2.2828 -0.61 -0.19 0.44
H 3.2881 -5.3276 0.9313 -0.18 -0.10 0.52
H 2.0905 -7.0716 2.6009 -0.22 -0.14 -0.38
H -0.0443 2.9470 -0.6924 -0.22 -0.48 0.43
H -7.7185 -1.0633 2.1907 0.38 0.60 0.27
H -3.9690 1.7028 5.7765 -0.09 0.24 -0.61
H -5.0752 2.9868 5.6526 -0.31 0.27 -0.37
H 1.5594 5.7498 -2.7764 -0.63 0.67 0.89
H 1.3582 8.1736 -1.6549 0.38 0.31 0.04
H 2.2865 3.5729 0.3073 0.01 -0.68 -0.28
H -6.4515 -3.6533 1.1630 -0.05 0.81 -0.30
H 3.4735 3.6373 -3.1002 0.14 -0.08 0.57
H -8.4763 -1.7417 -0.0470 -0.50 -0.18 0.25
H -0.5268 -3.5715 -3.9724 0.30 -0.34 -0.28
H 1.0796 -1.9328 -3.2885 0.41 -0.47 0.44
H -5.0514 1.6885 4.4072 -0.05 0.30 -0.22
H -1.4733 2.7223 3.4663 0.56 0.39 -0.58
H -3.9532 3.8583 3.6212 0.70 -0.17 0.06
H -0.3465 -0.4070 2.2513 0.43 0.26 0.02
H -8.9173 -3.3142 0.6400 -0.33 0.03 -0.21
H 6.6695 5.5075 0.2297 -0.59 0.14 -0.54
H 1.2363 -5.5187 2.2944 -0.42 -0.05 0.02
H 5.3723 5.1078 -3.8738 -0.17 -0.03 -0.49
H -2.2639 1.3503 3.9902 -0.20 -0.51 0.39
H 3.4732 -2.0765 -3.6721 -0.01 -0.07 0.00
H 4.2460 -5.9192 2.2049 1.64 -1.29 0.63
H -0.0278 3.3535 -2.3817 -0.07 0.09 -0.09
H 4.8996 -1.5560 1.1361 0.24 -0.17 -0.21
H -8.1430 -2.5651 2.8558 0.24 -0.45 0.30
H 2.2940 0.6469 2.3061 -0.46 -0.15 -0.38
```
Positions in Å, forces in eV/Å.